(1)
8
Properties=species:S:1:pos:R:3:forces:R:3 method="wB97M-V/def2-TZVPD" homo_energy_ev=-9.667 e_above_lowest_kj_mol=27.1 largest_force_ev_per_a=3.38 smiles=C[C@H](F)I e_tot_ha=-476.1279
C 0.518593 0.399304 0.320940 -2.2 -2.2 -1.4
I 2.460160 -0.461108 0.000223 -0.3 -0.1 -0.1
H -0.961012 -1.317034 0.386046 0.0 1.4 -1.3
H 0.436950 0.543762 1.350764 -0.2 -0.8 1.9
H -1.621200 0.380142 -0.250438 1.0 -1.5 -0.3
C -0.799185 -0.417808 -0.316282 2.2 0.5 0.9
H -0.528391 -0.778628 -1.384716 -0.8 0.8 1.9
F 0.494087 1.651370 -0.106536 0.2 1.9 -1.6

(2)
88
Properties=species:S:1:pos:R:3:forces:R:3 method="wB97M-V/def2-TZVPD" spin_multiplicity=2 homo_energy_ev="-9.568 / -9.568" s2=0.753 e_above_lowest_kj_mol=140.7 largest_force_ev_per_a=1.33 e_tot_ha=-3796.2028 total_charge=+1
N -1.146679 2.305885 1.215464 0.8 1.0 0.4
H 1.447922 -4.703803 -0.032792 0.1 0.1 0.0
C 4.894521 -2.143871 -1.784469 0.0 0.1 0.2
H -4.512411 2.425731 -1.925035 0.0 0.0 0.0
C -4.877002 1.074048 2.226393 0.1 -0.1 0.0
Ti 0.016178 -0.010677 -0.147335 -0.5 -0.6 -0.3
H 6.009280 -1.544637 -3.535585 0.0 0.0 0.0
H -2.202099 4.565635 0.830197 0.0 0.0 0.0
C 2.715444 -2.949462 2.454713 0.1 -0.1 0.4
C -0.704849 -4.167556 -1.144035 -0.3 -0.4 -0.3
N 1.154517 0.768796 -1.811655 -0.2 0.4 -0.1
H 4.561094 -0.099987 -1.276416 0.1 0.0 0.0
C -1.617428 -2.625322 2.794673 -0.1 0.0 -0.1
C 1.147216 5.121717 0.845227 0.5 0.0 0.0
C -0.057689 7.201713 0.675606 -0.1 -0.1 0.0
C 1.132507 6.525713 0.744642 -0.1 0.0 0.0
H 2.243092 -6.205262 1.660391 0.0 0.0 0.0
C 0.020808 2.951206 0.945679 -0.6 0.4 -0.1
C 0.747702 1.913443 -2.263958 -0.7 0.0 0.0
H -2.908302 -3.055414 -3.457666 0.0 0.0 0.0
S 1.877203 -2.053741 -2.557727 0.2 0.2 -0.1
O 1.320779 1.018285 0.833323 0.4 0.1 0.3
C -2.571864 0.662512 1.697811 1.0 -0.2 -0.3
C -1.716421 -1.862297 -2.135281 -0.2 0.0 0.0
C 2.822578 -0.766437 -1.962009 0.3 0.2 0.0
C -1.686001 -4.232494 -2.136570 0.2 -0.3 0.2
H -2.152885 -3.438446 2.299815 0.0 0.0 0.0
C 3.677107 -4.386725 4.133776 -0.1 0.0 -0.1
H -0.580933 -2.903355 2.943116 0.2 0.0 0.0
H 2.072750 7.063054 0.726015 0.0 0.0 0.0
O -1.619918 -1.452983 1.988903 0.2 0.1 -0.2
H 4.525714 -2.448715 -3.891834 0.0 0.0 0.1
N -1.415106 1.222720 -1.488199 0.3 -0.2 0.1
S 2.449884 -1.335314 1.824677 -0.3 0.1 -0.5
H 3.497248 -6.494672 3.775140 0.0 0.0 0.0
N 4.113091 -0.935102 -1.617439 -0.1 -0.1 0.0
H 4.216412 -4.501458 5.063385 0.0 0.0 0.0
H -4.083796 -2.180518 2.745416 -0.1 0.0 0.0
C -0.705943 2.180176 -2.106184 0.7 -0.2 -0.3
C 2.397105 4.411233 0.930580 0.0 0.3 0.0
C -0.054277 4.402872 0.876756 -0.1 -0.3 0.0
C -2.744351 1.320747 -1.452350 -0.1 0.0 0.2
C 1.268596 2.301038 0.903634 0.1 0.0 0.2
C -0.266076 -2.938267 -0.731999 0.9 0.1 0.8
C 3.274805 -5.501249 3.411820 0.0 0.1 0.1
N 1.090514 -1.622724 0.769359 0.3 0.2 0.3
C -5.040254 -0.267051 2.555072 0.0 0.1 0.0
C -3.967408 -1.141155 2.471531 0.0 0.1 0.0
C 3.377852 -3.113998 3.663573 0.0 0.0 0.1
C 2.573330 -5.340653 2.224531 0.0 -0.1 0.0
H -2.074580 -2.413075 3.761274 0.0 -0.1 0.0
H 5.954109 -3.286656 -3.266642 0.0 0.0 0.0
C -3.638349 1.533639 1.806419 -0.3 0.3 -0.1
C -3.433972 2.394256 -1.982102 0.0 -0.1 0.0
H 1.135841 3.307834 -3.837943 0.0 0.0 0.0
N -1.247887 1.051207 1.227871 -1.1 -0.1 -0.1
H -3.494884 2.575995 1.556212 0.0 -0.1 0.0
C -1.319715 3.307209 -2.630671 -0.1 0.2 0.0
H 3.310470 4.996463 0.945996 0.0 0.0 0.0
H -0.070717 8.280013 0.597824 0.0 0.0 0.0
C 0.899866 -2.782941 0.242446 -0.8 0.0 -0.4
H 2.525005 2.320758 -3.330393 0.0 0.0 0.0
C 5.371465 -2.366485 -3.206785 0.0 0.0 -0.2
H 1.980696 3.658584 -2.328996 0.0 0.0 0.0
C -2.697356 3.416182 -2.560995 0.1 0.1 0.0
H -3.190287 4.290861 -2.964915 0.0 0.0 0.0
H -3.269383 0.516874 -0.945654 0.0 0.1 0.0
C 2.476408 3.064272 0.979405 -0.3 -0.1 -0.1
H -5.704382 1.764428 2.307770 0.0 0.0 0.0
C -1.267935 5.109799 0.808679 0.1 0.0 0.0
H -0.724096 4.087095 -3.081732 0.0 0.0 0.0
N 1.592020 -3.889422 0.540402 0.3 -0.5 0.2
H -2.037103 -5.192361 -2.491326 0.0 0.0 0.0
N 2.467983 0.532750 -1.862180 0.1 -0.5 0.1
H 5.746045 -2.044058 -1.107996 0.0 -0.1 0.0
C -1.263634 6.480308 0.711982 0.0 0.1 0.0
H -0.306691 -5.080690 -0.727480 0.0 0.0 0.0
H 3.677484 -2.241101 4.230715 0.0 0.0 0.0
H -2.205541 7.011728 0.664967 0.0 0.0 0.0
N -0.810434 -1.798289 -1.169863 -0.3 0.1 0.0
C 2.313787 -4.068499 1.752706 -0.2 0.0 -0.4
C -2.730143 -0.668371 2.046080 -0.3 -0.6 0.3
H 3.416653 2.533734 1.019546 0.0 0.0 0.0
H -2.080560 -0.916028 -2.507835 0.0 0.0 0.0
C 1.643070 2.851512 -2.987295 0.0 0.3 0.0
H -6.002226 -0.632943 2.887408 0.0 0.0 0.0
H 4.296966 -2.986420 -1.435800 0.0 0.0 -0.1
C -2.177048 -3.065341 -2.662484 0.0 0.4 -0.1

(3)
91
Properties=species:S:1:pos:R:3:forces:R:3 method="wB97M-V/def2-TZVPD" homo_energy_ev=-9.680 largest_force_ev_per_a=4.95 smiles="CCO[C@]1(CC)C(=O)OC[C@@H]1CCC(N)=O.O=C1C=C(O)C(=O)C=C1O.O=C1C=C(O)C(=O)C=C1O.O=C1C=C(O)C(=O)C=C1O.O=C1C=C(O)C(=O)C=C1O" e_tot_ha=-2914.2129
O -2.545704 1.359873 -1.464252 -0.4 0.2 -0.1
H 0.044333 1.437274 2.570974 -0.1 0.1 -0.1
H -1.350185 -3.267365 -4.557322 0.0 0.0 0.0
H -1.339567 -0.179517 0.603813 0.1 0.0 -0.4
H -5.205961 1.315726 -1.473549 -0.3 -0.6 -0.1
C -4.719906 0.734862 -0.677810 1.6 0.5 0.1
C -3.961373 -0.526872 -1.265900 -3.2 2.4 -0.3
C 2.848495 -0.323829 0.701739 -0.3 0.1 0.0
C 2.682266 2.179227 0.320388 0.2 0.4 -0.1
C -0.344705 1.688957 4.395511 -0.3 0.5 -0.2
C -2.948389 0.266252 -2.136431 -1.1 -0.2 4.7
H -6.066027 -3.110995 -2.270041 0.2 -0.3 0.0
C -5.103392 -2.772937 -1.877451 0.0 0.9 -0.4
H 4.474361 3.175266 -0.241772 -0.1 -0.1 0.1
C 0.524801 -6.702493 -3.868194 0.0 0.0 -0.3
H 1.016319 -0.993306 6.206856 0.0 0.0 0.0
C 7.124439 4.726120 -0.170352 0.1 -0.7 0.1
H -4.829406 -1.115312 -3.228640 0.3 0.2 0.2
H 1.052116 -7.635416 -3.726898 0.0 0.0 0.0
O 0.878698 -6.765771 -6.195872 -0.1 0.2 -0.2
H -0.413772 -5.790983 -1.051488 0.0 -0.1 0.0
O 6.001727 1.060460 -0.188851 -0.1 -0.6 0.1
C 0.483477 -0.069091 6.032399 0.0 0.0 -0.2
C 9.076220 6.096270 -0.836461 0.2 -0.1 0.0
C 4.151656 -0.254302 0.404016 -0.2 -0.5 0.1
C -0.835252 -4.208688 -4.419087 -0.1 0.0 0.3
H -5.616974 -0.455779 0.956463 0.4 0.0 -0.2
H 5.827853 -1.009851 0.154161 0.0 -0.1 0.0
O -1.237715 -4.172828 -2.100186 0.2 -0.3 0.2
H -7.225348 1.329453 -0.767322 -0.4 -0.1 0.1
O 10.030932 2.514976 -0.467437 0.2 0.4 -0.1
H -5.082370 -2.957535 -0.804964 0.1 -0.1 -0.1
C -3.485395 1.609594 -0.390105 0.9 0.7 0.5
O 1.892507 3.254066 0.301183 -0.2 -0.5 0.1
C -0.060419 0.640126 7.027407 0.3 -0.5 0.2
C -7.172956 0.843695 0.209746 1.9 -0.6 0.4
H -7.519400 1.519347 0.990412 -0.4 0.0 -0.3
C 9.244784 3.591808 -0.460109 -0.2 -0.4 0.1
C 0.418376 -6.188540 -5.229119 0.2 -0.4 0.4
H -5.341043 1.232659 1.313040 0.0 -0.1 -0.1
O 6.979276 7.097161 -0.558451 -0.2 -0.4 0.1
O 0.019206 0.255243 8.301893 -0.2 0.4 -0.1
C -5.010369 -1.246617 -2.159459 0.1 -1.6 0.4
O -1.287786 2.510047 7.714506 0.1 -0.2 0.2
H 2.361943 -1.254947 0.956391 0.0 0.0 0.0
C 0.373033 0.392645 4.652219 0.2 -0.4 0.3
H 6.091460 6.776155 -0.307260 0.0 0.1 0.0
O 5.936835 4.718160 0.109577 0.1 0.5 -0.1
C -0.017650 -6.026078 -2.849603 0.3 -0.5 0.1
C 9.903476 4.893558 -0.805612 0.0 0.6 -0.1
O 11.095272 4.900741 -1.050208 0.0 -0.3 0.0
O -0.342969 -4.439584 -6.693215 0.2 -0.4 0.1
H 7.450511 2.593239 0.091257 0.1 0.1 -0.1
C -8.032232 -0.403466 0.318334 1.3 0.0 -1.0
C 7.773272 6.024646 -0.541625 0.2 0.5 -0.1
H 1.001668 2.940573 0.549673 0.0 0.1 0.0
H 10.920784 2.836581 -0.711442 0.0 -0.1 0.0
C 3.985854 2.248141 0.026650 0.2 -0.1 -0.1
H 9.557851 7.026357 -1.103556 0.0 0.0 0.0
H -0.191748 -1.436668 0.081888 0.0 -0.1 0.2
H -2.484877 -2.895092 0.156299 -0.1 0.0 -0.3
C 2.031288 0.880385 0.692213 0.2 -0.6 0.1
O -2.606702 -0.010515 -3.196171 1.7 -1.0 -4.5
C 7.941818 3.522880 -0.162475 -0.2 0.1 0.1
H 0.121382 -5.108978 -7.233102 0.0 0.1 0.0
O -0.413626 2.104201 3.129381 0.3 -0.5 0.3
O -9.126898 -0.310057 0.739201 -2.6 0.4 1.3
H -7.976731 -2.335466 0.639586 0.0 0.0 -0.1
C -0.890244 2.393706 5.395993 0.0 0.0 0.3
C -0.748299 -4.735037 -3.063673 -0.2 0.4 -0.5
H -7.964238 -1.963994 -0.916383 0.3 0.1 -0.1
C 4.807705 1.048276 0.058253 -0.1 0.7 -0.1
H -2.938490 1.410087 0.538986 -0.4 -0.3 0.0
N -7.527952 -1.711778 -0.029523 0.2 0.2 0.0
C -5.653222 0.543412 0.520922 -0.8 0.3 -0.1
H -2.056415 -2.109431 -1.340817 -0.2 0.4 0.0
C -0.289728 -4.883429 -5.438509 -0.2 0.5 -0.1
H -6.003502 -0.833589 -1.967874 0.2 0.1 0.1
H -1.410727 3.325832 5.226766 0.0 0.0 0.0
C -0.798310 1.918122 6.770011 -0.2 0.4 -0.4
O 4.937416 -1.330212 0.398072 0.2 0.4 -0.1
H -1.257660 -1.627674 1.539440 0.4 0.0 -0.1
H -3.633212 2.694788 -0.418599 -0.4 -0.2 0.0
O 0.843358 0.873255 0.970090 0.1 0.5 -0.1
O 0.838252 -0.222282 3.712745 -0.1 0.2 -0.1
C -2.304795 -1.913358 -0.298238 0.3 -0.4 1.2
C -1.174124 -1.252459 0.515300 -0.8 -0.1 -0.1
H -0.454195 0.938407 8.816052 0.0 -0.1 0.0
H -4.282113 -3.272345 -2.398318 -0.1 -0.2 0.2
O -3.517899 -1.161032 -0.106639 0.9 -0.6 -1.1
O 0.056953 -6.457109 -1.589445 -0.2 0.4 -0.1

(4)
12
Properties=species:S:1:pos:R:3:forces:R:3 method="wB97M-V/def2-TZVPD" homo_energy_ev=-9.085 e_above_lowest_kj_mol=232.9 largest_force_ev_per_a=0.68 smiles="C=C=N/C=N/C" e_tot_ha=-265.4469
C -0.045666 1.017224 0.349952 -0.3 -0.2 0.0
N 1.317488 0.832788 0.661502 0.2 -0.6 0.0
N -0.746444 -0.000021 0.087287 0.1 0.4 0.2
C 2.428528 -1.184840 -0.387841 0.2 0.2 0.3
C 1.847896 -0.152340 0.151117 0.0 0.2 0.2
H -0.417072 2.038143 0.483958 0.0 -0.1 -0.1
H -2.524804 1.167450 0.183316 0.0 -0.1 -0.1
H 3.277670 -0.977180 -1.015950 0.0 -0.2 -0.4
H -2.479481 -0.143608 -1.040648 0.0 0.1 0.1
C -2.170367 0.149303 -0.032815 -0.3 0.0 -0.1
H -2.635729 -0.551494 0.668278 -0.1 0.1 -0.1
H 2.147982 -2.195422 -0.108154 0.2 0.2 0.1

(5)
50
Properties=species:S:1:pos:R:3:forces:R:3 method="wB97M-V/def2-TZVPD" spin_multiplicity=4 homo_energy_ev="-4.060 / -4.234" s2=3.772 e_above_lowest_kj_mol=89.7 largest_force_ev_per_a=3.73 e_tot_ha=-2970.5648 total_charge=-1
O -0.949400 -0.661600 -1.776500 -3.6 -0.8 0.2
C -0.108600 1.734600 4.529500 0.0 -0.3 -0.3
H 2.234100 -1.619800 -3.947100 0.0 0.0 0.0
C 0.260800 -3.359300 -3.060700 -0.1 0.2 0.2
S 0.401300 -0.442100 2.967400 0.3 -1.1 0.0
H 3.750300 3.856700 -1.818400 -0.1 0.0 -0.1
V 0.373000 0.156700 -0.904400 0.4 -0.1 1.7
C 0.107500 4.901700 -0.785300 -0.1 0.1 0.0
F -1.342600 1.148100 1.159300 -0.1 0.4 0.6
C -1.670700 2.977500 2.615800 -0.2 0.3 0.1
C -0.068500 -0.898000 -2.665600 1.4 -1.3 -2.6
C 5.235700 0.951200 -0.955900 0.0 0.0 0.0
H 1.465000 0.935800 1.166200 0.2 -0.3 0.0
H 2.929500 -2.672900 -2.684900 0.1 0.0 0.0
N 1.847200 0.354300 0.408400 1.1 -0.2 1.5
H -0.760500 -3.519200 -2.717100 0.0 -0.1 0.1
H 4.280900 -0.657400 0.088700 0.0 0.0 0.0
H 2.098300 -0.541500 0.836000 -0.1 0.4 0.0
C 1.325600 4.262500 -0.673100 0.1 0.0 0.1
C -1.023000 4.162900 -1.104300 0.0 0.0 0.0
H 0.235600 -3.193200 -4.135300 0.1 0.0 -0.1
F 0.646000 1.157300 5.489100 -0.3 0.3 -0.2
H 2.209900 4.829700 -0.413900 0.1 0.1 0.0
C -0.675100 2.962700 4.798600 -0.1 0.3 0.0
C -0.292500 1.066200 3.296200 -0.4 1.0 0.2
C 3.861200 2.866700 -1.399000 0.0 -0.1 0.1
C 2.756400 2.250500 -0.819300 0.1 -0.5 0.0
C -1.104100 1.745800 2.357900 0.3 -0.4 0.2
H 0.858500 -4.248300 -2.843400 0.0 0.0 0.0
C 0.278000 2.105600 -1.111000 0.3 1.6 -0.2
O 0.881600 -2.294700 -0.953000 0.0 0.0 0.2
C -0.929200 2.791300 -1.264500 -0.1 -0.1 0.0
F -2.444800 3.577600 1.693600 0.1 0.0 0.2
C 1.426700 2.882900 -0.848900 -0.5 0.3 0.0
F -0.474000 3.560900 5.993600 -0.1 -0.1 -0.3
H -1.979200 4.660800 -1.193200 -0.1 0.0 0.0
C 5.089300 2.230200 -1.463300 0.0 0.1 -0.1
H 0.040600 5.969600 -0.626100 0.0 0.0 0.0
H 2.650600 -0.935900 -2.377200 0.0 -0.1 0.0
C 2.923700 0.961900 -0.271900 1.1 0.8 -0.2
C -1.461300 3.603100 3.843700 0.1 -0.2 0.0
F -2.015700 4.806600 4.121100 0.1 -0.3 -0.2
C 2.265700 -1.827700 -2.880500 -0.3 0.0 0.1
C 4.162900 0.330200 -0.341400 -0.3 0.0 0.0
H 5.925500 2.734300 -1.924000 0.1 0.0 -0.1
H -1.821400 2.215100 -1.497000 0.0 0.1 0.0
H 6.188300 0.447600 -1.020300 0.1 -0.1 0.0
C 0.853200 -2.130600 -2.370300 0.3 0.1 -1.0
H 1.314300 -3.133600 -0.746600 -0.1 0.3 0.1
O 0.032400 -0.342500 -3.760900 -0.1 -0.2 -0.2

(6)
25
Properties=species:S:1:pos:R:3:forces:R:3 method="wB97M-V/def2-TZVPD" homo_energy_ev=-12.660 e_above_lowest_kj_mol=298.6 largest_force_ev_per_a=5.29 e_tot_ha=-422.2790 total_charge=+1
N 0.617488 -1.132908 -0.220688 -0.8 0.9 5.2
H -2.510143 -0.259393 0.817753 0.1 0.4 -1.4
H -2.785598 2.511101 0.411110 0.9 -0.4 -1.4
C -0.673874 -1.221520 0.692491 1.3 3.0 -3.0
C -1.638668 -0.122597 0.111494 0.9 0.6 2.5
H 1.020002 -0.177986 -0.067852 -0.2 -0.8 -0.6
H 2.279228 1.942349 1.439232 0.6 1.6 0.0
H 1.241131 -2.816126 0.950120 -2.3 -1.6 1.7
C -1.839419 2.357221 -0.210638 1.3 0.5 1.6
H 1.551259 0.405328 -2.900928 0.5 0.4 -0.7
N -0.991658 1.227050 0.239603 -0.4 -0.7 1.1
H -0.370783 -1.235794 1.706867 0.0 0.5 1.0
H 2.283809 0.827333 2.581959 -0.5 1.0 -2.6
H 0.059148 0.560254 -2.722086 -3.9 2.6 -2.2
H -1.816307 -0.266746 -0.976951 -0.4 -0.3 0.9
O 0.785511 0.170828 -2.399988 3.5 -2.6 2.3
H 1.403047 -2.836415 -0.856725 0.6 -0.8 0.7
H 0.126768 -1.241820 -1.057756 0.4 0.3 -2.2
H 2.532660 -2.188937 0.487006 -1.3 1.2 -1.8
H -1.194477 3.269746 -0.047630 -0.8 -0.8 -0.2
H -0.715197 1.408089 1.221474 -0.2 -0.4 -0.8
O 2.028817 1.061281 1.615671 -0.2 -2.7 2.5
H -1.857027 2.196692 -1.274224 -1.2 0.4 -0.5
H -0.982578 -2.139411 0.370006 -1.4 -2.6 -0.2
C 1.446849 -2.297624 0.090677 3.6 0.5 -1.8